Below is C2H5NOS in the gas phase, with properties calculated with wB97M-V/def2-TZVPD.

Results
Frontier orbital gap, eV: 9.1056
Charge: 0
Relative energy (zero: lowest compared OMol25 entry of this formula, charge and spin), kJ/mol: 235.2
SMILES: CSNC=O
Highest occupied orbital energy, eV: -8.46

```
10
Properties=species:S:1:pos:R:3:forces:R:3:nbo_charge:R:1
C -1.384 -0.279 -0.149 -6.687 -3.831 3.530 -0.8961
C 1.481 -0.141 0.522 -0.275 2.015 -1.953 0.5321
H -1.096 -1.447 0.177 -1.341 3.303 0.124 0.2547
H -2.527 -0.274 -0.594 2.749 -0.472 0.820 0.2431
H -1.528 0.508 0.654 0.708 -1.235 -0.588 0.2462
H 1.110 1.698 -0.537 -0.644 -2.370 0.769 0.4132
H 2.189 0.469 1.046 0.815 0.136 0.996 0.1095
N 0.786 0.684 -0.369 3.886 3.137 1.477 -0.8462
O 1.312 -1.311 0.574 -0.125 -1.493 0.631 -0.5642
S -0.344 0.092 -1.324 0.913 0.810 -5.806 0.5077
```
Positions in Å, forces in eV/Å.

---

Below is a molecular structure, C46H82CdF12O26, with properties calculated with wB97M-V/def2-TZVPD.

Results
Frontier orbital gap, eV: 2.7921
Charge: 0
Relative energy (zero: lowest compared OMol25 entry of this formula, charge and spin), kJ/mol: 303.8
Highest occupied orbital energy, eV: -6.99

```
167
Properties=species:S:1:pos:R:3:forces:R:3:mulliken_charge:R:1
Cd -1.678 -6.189 -3.295 -0.233 -0.431 0.319 1.0623
C -4.535 -6.510 -6.857 2.159 0.442 2.607 0.0609
O -4.525 -5.164 -6.218 -2.129 -0.783 -1.523 -0.2022
O -3.783 -7.271 -5.938 -1.377 0.319 -0.960 -0.7029
C -5.952 -7.066 -7.313 0.796 0.406 1.604 0.6953
F -6.453 -6.497 -8.384 0.691 0.615 -2.400 -0.2615
F -5.787 -8.363 -7.550 -0.262 -0.462 -0.080 -0.2447
F -6.970 -6.869 -6.475 -0.112 -0.788 1.895 -0.2711
C -5.660 -4.315 -6.577 1.917 1.825 0.381 -0.2442
C -5.167 -2.867 -6.104 -1.888 -1.782 0.368 -1.2203
H -5.864 -2.106 -6.454 0.423 0.172 -0.643 0.3837
H -5.390 -2.843 -5.037 0.704 -0.013 0.278 0.2953
H -4.108 -2.719 -6.316 -0.326 0.155 -0.111 0.3039
H -6.590 -4.614 -6.095 0.199 0.022 0.267 0.3094
H -5.859 -4.287 -7.648 0.305 -0.193 -0.131 0.3103
H -3.947 -6.459 -7.773 -0.188 0.295 -0.531 0.1609
C -0.427 -0.843 -0.614 -1.269 -3.895 -3.653 -0.2173
O 0.913 -0.890 -1.052 0.511 0.995 0.698 -0.2055
O -0.987 -2.019 -1.227 0.092 1.463 2.250 -0.7018
C -0.585 -0.593 0.925 1.882 -1.722 -1.108 0.8926
F 0.631 -0.802 1.498 -0.159 -0.768 0.521 -0.2776
F -0.798 0.659 1.104 -1.071 3.222 0.443 -0.2597
F -1.514 -1.261 1.611 0.139 -0.408 -0.412 -0.2649
C 1.575 0.286 -1.501 0.801 -0.293 0.619 -0.1625
C 3.022 -0.147 -1.734 -0.107 0.360 0.028 -1.1924
H 3.578 -0.378 -0.826 -0.395 -0.122 0.241 0.2864
H 3.013 -1.045 -2.353 0.181 0.160 -0.186 0.2678
H 3.579 0.673 -2.186 0.000 -0.104 -0.412 0.3925
H 1.559 1.109 -0.787 -0.151 -0.037 0.460 0.2918
H 1.172 0.722 -2.415 -0.412 -0.389 -0.316 0.2912
H -0.970 -0.120 -1.224 -0.125 1.130 0.619 0.2643
C -3.540 6.247 7.086 3.631 2.985 1.008 -0.7940
O -4.548 5.443 7.051 -4.289 -4.643 -0.719 -0.2692
C -4.144 4.121 7.517 -1.181 0.672 0.254 -0.5365
C -5.317 3.091 7.496 0.579 1.430 2.269 -0.5021
O -6.411 3.599 8.249 -1.506 0.552 -1.569 -0.3546
C -6.338 3.659 9.645 0.255 1.009 0.289 -0.4780
C -7.509 4.657 10.171 3.434 -2.160 -0.854 -0.5061
O -8.534 3.881 10.658 -1.333 0.455 -0.266 -0.2865
C -9.744 4.629 10.936 1.410 -0.889 -0.049 -0.6911
H -3.825 7.278 6.871 0.055 -0.131 -1.118 0.2815
H -2.695 5.796 6.566 0.493 0.818 -0.659 0.2997
H -3.175 6.421 8.098 0.400 -0.331 0.857 0.3358
H -3.813 4.405 8.516 0.203 -0.956 0.421 0.3148
H -3.302 3.702 6.967 0.185 0.265 -0.312 0.4125
H -5.084 2.228 8.119 1.059 -0.634 -0.794 0.3513
H -5.586 2.840 6.470 -0.384 0.069 0.272 0.3069
H -5.360 4.038 9.940 0.131 0.788 0.059 0.2652
H -6.260 2.667 10.090 -1.041 -0.394 0.183 0.3839
H -7.677 5.245 9.269 -0.677 0.250 0.135 0.3421
H -6.995 5.235 10.939 -0.395 0.468 0.286 0.3064
H -9.954 5.370 10.165 -0.121 -0.186 -0.252 0.3066
H -9.568 5.167 11.868 -0.506 -0.058 0.261 0.2767
H -10.476 3.822 10.978 -0.396 0.619 0.292 0.2350
C -3.908 -6.641 -0.665 -0.015 0.304 0.497 -0.7765
O -2.692 -7.284 -1.033 1.707 -0.436 0.146 -0.2407
C -1.911 -7.707 0.137 -0.200 -1.066 1.084 -0.5266
C -0.575 -8.478 -0.099 -2.410 1.751 -3.254 -0.7142
O -0.123 -7.629 -1.243 2.205 -1.612 0.858 -0.1588
C 1.289 -7.808 -1.510 -0.616 0.835 -0.198 -0.5812
C 1.689 -7.095 -2.798 1.356 -0.308 -1.409 -0.5169
O 0.803 -6.210 -3.353 -4.430 2.320 0.031 -0.2458
C 1.133 -5.681 -4.623 0.672 0.087 -0.769 -0.8258
H -4.470 -6.369 -1.558 0.097 -0.419 -0.098 0.2717
H -3.708 -5.707 -0.140 0.124 0.040 0.193 0.3637
H -4.481 -7.299 -0.011 -0.197 0.001 -0.118 0.2918
H -2.508 -8.424 0.699 -0.566 0.163 0.112 0.4367
H -1.675 -6.892 0.821 -0.259 0.494 -0.393 0.3661
H -0.780 -9.472 -0.497 0.099 -0.081 -0.101 0.3300
H 0.029 -8.608 0.800 0.317 0.837 -0.164 0.3597
H 1.612 -8.829 -1.716 -0.499 -0.398 0.513 0.3033
H 1.844 -7.427 -0.653 0.075 0.067 -0.026 0.4142
H 1.792 -7.777 -3.642 0.846 -0.931 0.458 0.3484
H 2.586 -6.481 -2.708 0.646 -0.617 0.483 0.2704
H 2.137 -5.264 -4.544 0.068 -0.060 -0.434 0.3190
H 0.468 -4.918 -5.028 -0.331 0.511 1.212 0.2823
H 1.005 -6.384 -5.446 0.726 -0.860 0.251 0.3898
C -0.423 4.193 -12.424 0.534 2.262 -0.587 -0.7507
O -1.424 5.156 -11.990 -0.726 -1.444 0.330 -0.4216
C -1.024 5.955 -10.892 2.562 -0.647 0.318 -0.5474
C -0.501 5.140 -9.624 -1.948 0.331 -0.855 -0.2623
O 0.598 5.729 -9.038 0.584 0.984 -0.157 -0.2981
C 1.033 5.074 -7.887 0.822 0.720 0.633 -0.6152
C 2.165 5.865 -7.176 -1.401 -0.116 0.360 -0.4991
O 1.554 6.802 -6.254 1.676 -0.047 0.720 -0.3079
C 2.619 7.438 -5.462 -0.361 -0.578 -1.160 -0.7031
H -0.232 3.270 -11.876 -0.659 0.159 0.314 0.2319
H 0.492 4.784 -12.451 0.619 -0.242 0.351 0.3373
H -0.549 4.008 -13.491 -0.759 -0.317 0.178 0.2954
H -1.722 6.736 -10.588 -0.767 -0.713 -0.265 0.3924
H -0.190 6.553 -11.259 0.600 0.085 0.157 0.3449
H -0.291 4.084 -9.795 -0.058 -0.144 -0.600 0.2710
H -1.368 5.159 -8.963 -0.035 -0.158 0.610 0.2657
H 1.354 4.053 -8.094 0.370 -0.175 -0.413 0.3950
H 0.237 4.940 -7.154 -0.316 0.299 0.153 0.3111
H 2.861 6.437 -7.789 -0.201 -0.225 -0.619 0.3736
H 2.738 5.081 -6.682 0.228 0.148 0.620 0.3465
H 3.429 7.700 -6.143 0.040 0.383 -0.175 0.2880
H 3.099 6.761 -4.755 -0.441 -0.291 0.248 0.2939
H 2.278 8.341 -4.954 -0.366 -0.275 -0.159 0.2590
C 6.686 1.543 -9.599 -0.449 -0.409 0.148 -1.1146
C 8.160 1.173 -9.543 -0.856 -1.214 -0.917 -0.2151
O 8.611 0.913 -8.184 0.637 -0.324 1.111 -0.2832
C 8.817 -0.315 -7.594 -2.319 -2.750 -6.023 0.3944
O 8.594 -1.412 -8.174 1.026 4.013 2.467 -0.5428
C 9.299 -0.176 -6.195 2.472 -2.704 0.718 0.8747
F 8.977 0.952 -5.728 -1.884 2.396 1.964 -0.2067
F 8.980 -1.254 -5.442 -1.482 0.763 -0.163 -0.2421
F 10.633 -0.217 -6.094 1.321 0.166 -1.116 -0.2709
H 6.286 1.669 -10.605 0.753 0.327 -0.403 0.3927
H 6.478 2.470 -9.064 -0.145 -0.261 0.248 0.2802
H 6.062 0.699 -9.304 0.037 0.141 0.840 0.3163
H 8.700 1.971 -10.052 0.685 0.017 0.916 0.3079
H 8.298 0.280 -10.152 0.198 -0.161 0.210 0.3091
C 1.859 -1.242 12.592 -1.675 -0.336 -0.458 -1.1218
C 0.679 -2.252 12.713 1.751 -0.302 0.449 -0.2289
O 0.251 -2.484 11.390 -2.462 -2.115 -2.688 -0.2439
C -0.536 -3.653 11.099 1.090 1.652 2.432 0.3065
O -0.787 -4.472 11.939 0.066 0.552 -1.035 -0.4871
C -1.043 -3.809 9.618 2.618 0.971 0.408 0.8401
F -2.202 -4.443 9.609 0.517 0.720 -0.583 -0.1952
F -1.031 -2.593 8.979 -0.815 -1.859 0.578 -0.2185
F -0.065 -4.579 9.011 -1.426 0.586 0.235 -0.2458
H 1.540 -0.386 11.997 -0.089 0.190 0.221 0.3093
H 2.603 -1.742 11.971 0.416 0.099 0.555 0.2980
H 2.154 -0.912 13.588 0.419 -0.167 -0.228 0.3656
H -0.134 -1.980 13.385 -0.052 0.212 -0.216 0.3321
H 1.146 -3.169 13.074 -0.355 -0.202 0.325 0.2894
C -5.284 4.583 -1.247 1.344 0.876 -0.089 -1.3401
C -4.436 5.944 -1.394 -1.947 -3.221 -2.051 0.3380
C -4.978 7.003 -0.477 1.829 -0.647 0.492 -0.2561
O -3.782 7.239 0.298 2.103 0.518 0.179 -0.3492
C -2.597 6.600 -0.192 0.165 0.706 -0.891 0.6208
O -1.439 6.833 0.147 -4.382 -1.110 -0.973 -0.5073
O -3.037 5.740 -1.260 0.969 1.771 3.121 -0.3382
H -5.021 3.785 -1.941 -0.024 0.484 -0.589 0.3639
H -6.337 4.853 -1.332 0.008 -0.188 -0.011 0.3605
H -5.089 4.073 -0.304 -0.117 0.580 0.471 0.3383
H -4.510 6.313 -2.417 -0.387 -0.274 -0.138 0.2432
H -5.752 6.711 0.233 0.060 -0.219 -0.203 0.2701
H -5.339 7.801 -1.125 0.393 0.720 0.682 0.2555
C 5.633 -5.439 6.311 0.543 -1.535 -1.013 -1.1972
C 6.939 -5.614 5.340 -2.270 2.080 1.354 0.2911
C 6.625 -6.229 3.967 1.852 0.187 0.350 -0.4629
O 7.398 -5.358 3.045 -0.833 -0.593 0.751 -0.3216
C 7.578 -4.156 3.641 -0.072 2.088 -0.328 0.6635
O 7.899 -3.119 3.071 -0.607 -2.883 1.587 -0.5519
O 7.265 -4.255 4.980 0.566 0.495 -1.174 -0.3436
H 5.400 -6.281 6.963 0.609 -0.605 -0.201 0.3459
H 4.785 -5.451 5.628 -0.100 0.593 0.060 0.2983
H 5.554 -4.628 7.035 0.726 0.539 -0.719 0.3238
H 7.829 -5.997 5.839 -0.247 -0.432 -0.065 0.3499
H 5.575 -6.257 3.675 0.151 0.154 0.060 0.3182
H 7.097 -7.211 3.983 -0.321 -0.075 -0.654 0.2865
C 4.951 3.847 3.052 -0.639 -0.132 0.258 -1.3909
C 3.884 3.131 3.964 1.994 1.203 -1.992 0.3655
C 4.405 2.066 4.982 -1.746 1.261 -3.775 -0.3632
O 4.013 2.675 6.161 1.194 -2.362 2.502 -0.3208
C 3.410 3.829 6.042 -0.271 3.848 3.454 0.6759
O 3.132 4.567 7.016 0.463 -2.710 -3.424 -0.6068
O 3.325 4.166 4.771 -0.933 0.008 -0.613 -0.3544
H 5.083 3.354 2.090 0.139 -0.378 0.197 0.3695
H 5.918 4.017 3.527 -0.021 -0.280 0.176 0.3439
H 4.581 4.837 2.784 -0.232 0.016 0.161 0.3650
H 3.172 2.689 3.267 -0.520 0.300 0.391 0.2962
H 5.442 1.880 4.703 0.241 0.014 1.344 0.3324
H 3.771 1.250 4.635 0.313 -0.809 1.313 0.2874
```
Positions in Å, forces in eV/Å.

---

Below is C9H13FN2O in the gas phase, with properties calculated with wB97M-V/def2-TZVPD.

Results
Frontier orbital gap, eV: 11.6749
Charge: 0
Relative energy (zero: lowest compared OMol25 entry of this formula, charge and spin), kJ/mol: 79.2
SMILES: CCO[C@@](C#N)(CC#N)C[C@@H](C)F
Highest occupied orbital energy, eV: -11.01

```
26
Properties=species:S:1:pos:R:3:forces:R:3:nbo_charge:R:1
C -1.801 2.726 0.443 -0.349 -0.175 -0.119 -0.6428
C -1.856 1.303 -0.083 -0.105 0.273 0.151 -0.0767
O -1.438 0.364 0.910 -0.082 0.212 -0.052 -0.5159
C -0.182 -0.204 0.696 0.057 -0.901 0.346 0.1784
C 0.852 0.820 0.507 2.203 2.115 -0.719 0.2437
N 1.701 1.599 0.311 -1.907 -1.612 0.512 -0.2825
C 0.123 -0.925 2.023 -0.369 0.552 -0.391 -0.5068
C 1.425 -1.528 2.030 1.932 -1.385 0.413 0.2719
N 2.441 -2.082 2.092 -1.229 0.809 -0.217 -0.2906
C -0.202 -1.227 -0.466 -0.228 0.602 -0.103 -0.4561
C 0.592 -0.866 -1.700 0.189 -0.669 -0.144 0.2136
C 2.083 -1.114 -1.599 -0.053 0.830 0.170 -0.6644
F 0.088 -1.688 -2.710 -0.242 -0.281 -0.352 -0.3742
H -2.714 3.235 0.175 -0.243 0.329 -0.185 0.2168
H -0.966 3.273 0.047 0.415 0.258 -0.048 0.2209
H -1.759 2.725 1.519 0.112 -0.044 0.431 0.2258
H -1.264 1.229 -0.987 0.241 -0.244 -0.198 0.1781
H -2.864 1.036 -0.352 -0.420 -0.175 -0.019 0.1935
H -0.638 -1.677 2.162 -0.256 -0.293 0.099 0.2661
H 0.049 -0.202 2.819 -0.046 0.231 0.382 0.2675
H 0.079 -2.209 -0.125 0.337 -0.375 0.182 0.2285
H -1.235 -1.304 -0.770 -0.421 0.015 -0.059 0.2455
H 0.369 0.137 -2.026 -0.013 0.506 -0.041 0.1649
H 2.354 -1.547 -0.650 0.171 -0.386 0.194 0.2237
H 2.607 -0.172 -1.674 0.256 0.271 0.028 0.2301
H 2.413 -1.716 -2.425 0.050 -0.463 -0.261 0.2409
```
Positions in Å, forces in eV/Å.

---

Below is a gas-phase ion, C6H6NO3S (charge -1), with properties calculated with wB97M-V/def2-TZVPD.

Results
Frontier orbital gap, eV: 6.5227
Charge: -1
Relative energy (zero: lowest compared OMol25 entry of this formula, charge and spin), kJ/mol: 383.0
SMILES: NO[C@H](C(=O)[O-])c1ccsc1
Highest occupied orbital energy, eV: -3.52

```
17
Properties=species:S:1:pos:R:3:forces:R:3:nbo_charge:R:1
C -0.032 0.961 1.202 -2.232 -1.599 0.481 -0.2468
C -1.104 0.893 2.103 0.551 0.281 -5.293 -0.4149
C -1.785 0.123 -0.150 2.514 1.353 -0.496 -0.4889
C -0.431 0.461 -0.096 -0.395 -0.949 1.319 -0.0688
C 0.220 1.900 -2.028 1.454 -1.044 1.795 0.8292
C 0.429 0.319 -1.243 -1.352 1.710 -4.598 -0.0917
N 2.007 -1.174 -0.392 1.559 2.489 1.432 -0.5805
O 1.062 2.729 -1.721 0.502 0.306 0.095 -0.7349
O -0.781 1.898 -2.693 -1.884 0.044 -1.414 -0.7460
O 1.770 0.119 -1.144 1.115 -2.427 2.262 -0.3823
S -2.584 0.677 1.205 -0.345 -0.635 1.907 0.4025
H 0.957 1.205 1.503 0.675 0.185 0.001 0.2208
H -1.098 1.187 3.058 -0.150 1.057 3.476 0.2001
H -2.172 -0.035 -1.119 -0.981 -0.369 -0.587 0.2516
H 0.033 -0.263 -2.178 0.141 0.395 2.099 0.1715
H 1.426 -1.889 -0.777 -0.926 -0.126 -0.025 0.3355
H 1.843 -0.953 0.651 -0.246 -0.671 -2.454 0.3438
```
Positions in Å, forces in eV/Å.